Density functional theory data (ωB97M-V/def2-TZVPD) for a molecular structure, C28H53CaN11SeTe in a non-equilibrium geometry.

Each line ends with the Mulliken charge.
Geometry (Å):
Ca1 -0.9136 -0.2144 0.9541  1.43
C1 -4.1575 -3.8883 1.7287  -1.06
N1 -2.9027 -3.6338 1.0019  0.36
C2 -3.0040 -2.7332 -0.1644  -1.11
C3 -1.7140 -3.8176 1.6379  -0.45
N2 -0.7350 -3.0540 1.2568  0.46
C4 0.6562 -3.3914 1.4828  -1.21
C5 1.5892 -2.2709 1.9397  -1.20
N3 1.4428 -0.8615 1.4537  0.88
C6 1.7449 -0.6499 0.0092  -0.35
C7 0.7533 -1.2971 -1.0201  -0.02
N4 -0.4273 -0.4921 -1.1917  0.57
C8 -1.0146 -0.5568 -2.3641  -1.17
N5 -0.7174 -1.4884 -3.3607  0.68
C9 -1.7471 -2.5211 -3.6444  -1.01
C10 0.6160 -1.6615 -4.0208  -1.26
N6 -2.2207 0.0937 -2.4913  0.47
C11 -2.7328 0.2099 -3.8620  -1.15
C12 -2.6305 1.1205 -1.5688  -1.25
C13 2.1601 0.0494 2.3707  -1.24
C14 2.0649 1.5156 2.0319  -1.03
N7 0.6549 1.9599 2.1890  0.03
C15 0.5005 3.2308 2.3875  0.40
N8 -0.7794 3.7194 2.6274  0.24
C16 -1.2459 4.9161 1.9158  -0.87
C17 -1.7320 2.8228 3.2936  -0.97
N9 1.4707 4.2365 2.3435  0.32
C18 2.5478 4.1810 1.3669  -0.98
C19 1.4031 5.3753 3.2683  -1.19
N10 -1.7117 -4.8553 2.5650  0.60
C20 -1.4506 -6.1918 2.1142  -1.10
C21 -1.6843 -4.6627 4.0034  -0.86
H1 -4.9102 -3.1231 1.4734  0.42
H2 -3.9641 -3.9294 2.8091  0.27
H3 -4.5357 -4.8952 1.4124  0.29
H4 -3.9490 -2.9106 -0.6528  0.49
H5 -2.1716 -2.8679 -0.8308  0.33
H6 -3.0455 -1.6917 0.2158  0.37
H7 1.0989 -3.8693 0.5813  0.31
H8 0.8058 -4.1921 2.2246  0.49
H9 2.6429 -2.6393 1.8059  0.21
H10 1.3462 -2.1825 3.0097  0.49
H11 2.7519 -1.0279 -0.2278  0.31
H12 1.8025 0.4372 -0.2133  -0.66
H13 0.5367 -2.3179 -0.6710  -0.02
H14 1.4065 -1.4400 -1.9048  0.23
H15 -2.6391 -2.2363 -3.0588  0.25
H16 -1.3741 -3.5167 -3.2948  0.30
H17 -2.0678 -2.5164 -4.7256  0.27
H18 1.2478 -0.8254 -3.7319  0.53
H19 0.4727 -1.5809 -5.1357  0.30
H20 1.0554 -2.6507 -3.7596  0.27
H21 -1.8960 0.0070 -4.5519  0.33
H22 -3.0787 1.2341 -4.0717  0.51
H23 -3.5518 -0.5061 -4.0162  0.27
H24 -3.0617 0.6750 -0.6644  0.27
H25 -3.4711 1.7412 -1.9507  0.43
H26 -1.8251 1.7645 -1.2373  0.42
H27 3.2481 -0.2151 2.4622  0.34
H28 1.7144 -0.1162 3.3857  0.21
H29 2.3806 1.6811 1.0005  0.50
H30 2.6954 2.1085 2.7252  0.66
H31 -0.3779 5.5886 1.7704  0.29
H32 -1.9477 5.4605 2.5781  0.31
H33 -1.6873 4.6811 0.9308  0.22
H34 -1.2058 2.1064 3.8930  0.21
H35 -2.2931 2.2422 2.5699  0.29
H36 -2.4280 3.4708 3.8865  0.33
H37 2.2646 3.6358 0.4509  0.07
H38 3.4530 3.7216 1.7082  0.31
H39 2.7928 5.2128 1.0680  0.35
H40 0.5547 5.1767 3.9500  0.33
H41 1.2183 6.3306 2.7017  0.37
H42 2.2962 5.4305 3.9023  0.36
H43 -1.0258 -6.1881 1.1047  0.30
H44 -2.3868 -6.7973 2.0360  0.29
H45 -0.8028 -6.7230 2.8063  0.34
H46 -1.4975 -3.6227 4.2910  0.11
H47 -0.9662 -5.3530 4.4890  0.29
H48 -2.6765 -4.9355 4.4098  0.35
Se1 -1.0037 -0.8393 5.1884  -0.28
C22 -1.9555 -0.5680 3.7305  0.34
N11 -2.6029 -0.3855 2.7338  -0.88
Te1 1.8541 2.7007 -2.3199  -0.23
C23 3.2218 2.9695 -3.8949  0.13
C24 2.7496 3.0358 -5.2183  -0.48
C25 3.6084 3.3566 -6.2768  -0.29
C26 4.9898 3.5179 -6.0456  -0.56
C27 5.4579 3.3670 -4.7311  -0.37
C28 4.6191 3.1458 -3.6494  -0.49
H49 1.6703 2.9539 -5.4566  0.25
H50 3.1917 3.4731 -7.2701  0.35
H51 5.6897 3.7230 -6.8470  0.35
H52 6.5000 3.4496 -4.5171  0.35
H53 4.9783 3.0750 -2.6330  0.32

Max |F|   3.23 eV Å⁻¹
LUMO level   0.16 eV
Gap between HOMO and LUMO   5.6 eV
Energy relative to the best compared isomer or geometry (same formula, charge and spin)   183.0 kJ/mol
DFT total energy   -137363.95839 eV